52
Properties=species:S:1:pos:R:3:forces:R:3 method="wB97M-V/def2-TZVPD" e_above_lowest_ev=0.221 multiplicity=4 total_energy_ev=-55462.3347 total_charge=-1 homo_ev="-0.65 / -3.73" homo_lumo_gap_ev="3.3 / 5.2"
Pd -0.051800 0.196600 -0.263400 0.422 -0.057 0.910
O 2.193800 0.361300 -0.043600 0.271 0.464 0.424
N 2.622400 1.285800 0.793300 0.588 -0.035 0.217
C 3.888700 1.147100 1.289800 -0.653 0.042 -0.332
C 4.441700 2.083800 2.115400 0.143 0.272 0.180
C 3.711800 3.223600 2.464000 -1.061 -0.234 -0.474
C 2.395600 3.321600 2.005900 1.671 0.329 0.836
C 1.839500 2.337600 1.206200 -0.962 -0.721 -0.752
S 0.180900 2.396000 0.744900 0.287 0.025 0.091
H 4.385600 0.245100 0.973700 -0.007 -0.039 -0.086
H 5.439400 1.924600 2.495400 0.071 -0.027 -0.044
H 4.137700 3.989400 3.093300 0.024 0.058 0.056
H 1.773400 4.159700 2.282000 -0.058 -0.031 -0.024
C -6.866900 1.264000 0.469400 0.085 -0.047 0.191
C -6.302000 1.304100 -0.796900 -0.327 0.094 -0.017
C -5.000100 0.887400 -1.001000 0.324 -0.264 0.175
C -4.237800 0.417300 0.072700 0.019 0.491 0.258
C -4.814800 0.385600 1.343100 0.246 -0.155 -0.142
C -6.115600 0.796600 1.544700 -0.392 0.130 -0.098
P -2.477400 -0.087900 -0.036300 -0.193 -1.231 -1.451
C -1.965700 0.772300 -1.604100 -0.090 0.070 -0.247
C -2.134200 2.157400 -1.733900 0.015 -0.049 -0.176
C -1.699000 2.822400 -2.866200 -0.232 0.040 0.278
C -1.076600 2.124500 -3.889000 0.199 -0.377 -0.099
C -0.841100 0.764000 -3.751900 0.106 0.353 -0.185
C -1.254200 0.087700 -2.609600 -0.588 -0.310 0.009
C -2.599500 -1.821000 -0.539200 0.625 1.086 0.819
C -3.786800 -2.486900 -0.838800 -0.879 -0.678 -0.383
C -3.772800 -3.842500 -1.129800 -0.582 0.680 0.045
C -2.597500 -4.570000 -1.068500 0.158 -0.594 -0.091
C -1.384500 -3.953500 -0.698600 0.351 -0.135 -0.029
C -0.172600 -4.659900 -0.591800 -0.411 -0.048 -0.035
C 1.003200 -4.001300 -0.311000 0.454 0.435 0.179
C 1.016500 -2.618500 -0.112800 0.571 -0.396 0.199
C -0.162300 -1.895600 -0.169300 -0.339 0.204 -0.542
C -1.375500 -2.550500 -0.455600 0.314 0.381 0.267
H -7.886600 1.593400 0.625300 -0.006 0.015 -0.023
H -6.892300 1.667000 -1.630600 0.035 -0.028 -0.025
H -4.572900 0.905600 -1.994200 0.027 0.038 -0.023
H -4.219800 0.016200 2.169300 0.001 0.046 0.079
H -6.550100 0.770700 2.536600 0.008 -0.030 0.003
H -2.630200 2.700400 -0.938500 0.004 0.073 0.025
H -1.854200 3.887600 -2.955200 -0.050 0.119 -0.017
H -0.780300 2.635300 -4.793000 0.093 0.075 -0.076
H -0.344000 0.222900 -4.548300 0.015 -0.025 0.052
H -1.138100 -0.993400 -2.560300 -0.096 0.166 0.129
H -4.717300 -1.940500 -0.870800 -0.169 0.006 -0.022
H -4.692300 -4.339400 -1.414000 -0.095 0.022 0.020
H -2.592700 -5.624900 -1.315500 0.004 -0.064 0.031
H -0.181400 -5.733800 -0.728200 -0.009 -0.094 -0.071
H 1.928600 -4.557400 -0.240100 0.125 -0.044 -0.012
H 1.960700 -2.119400 0.080300 -0.056 0.003 0.003